Record 1
CHCl2NO2 | ωB97M-V/def2-TZVPD

The geometry in XYZ format:
```
7
Properties=species:S:1:pos:R:3:forces:R:3:lowdin_charge:R:1
C -0.971881 -0.025203 -0.881163 -1.8 -2.6 0.5 -0.8309
N 0.683897 -0.725358 0.460993 3.0 0.5 0.1 -0.5291
O -1.823249 -0.838001 -0.900394 0.3 0.9 -0.5 0.0308
O 1.131906 0.552270 0.789876 -2.2 -0.8 2.2 -0.1667
Cl -0.748655 1.456632 -1.552088 -0.2 2.5 -1.6 0.7355
Cl -0.151198 -1.306804 1.754376 -0.2 -0.1 0.8 0.6802
H 1.879179 0.886465 0.328401 1.1 -0.5 -1.5 0.0802
```
Forces are in eV/Å.

Output
HOMO level (spin up / spin down), eV: -7.39 / -11.02
Spin multiplicity: 3
Frontier orbital gap (spin up / spin down), eV: 8.0 / 9.5
Expectation value of S²: 2.008
Energy relative to the best compared isomer or geometry (same formula, charge and spin), kcal per mole: 24.7
F_max, hartree/bohr: 0.0627

***

Record 2
C3H7BrN4 | ωB97M-V/def2-TZVPD

The geometry in XYZ format:
```
15
Properties=species:S:1:pos:R:3:forces:R:3:lowdin_charge:R:1
C -0.730644 0.428009 -1.217551 -0.9 -2.8 0.8 0.1361
C -0.113766 1.055089 1.070006 1.9 -2.0 2.3 -0.1079
C -0.109765 -1.786575 -0.565493 6.0 -3.9 1.3 -0.3150
N 1.204839 -1.907497 -0.771052 -3.7 2.6 -0.5 -0.4390
N -0.838368 -0.913478 -1.296898 1.3 5.7 1.5 0.1610
N -0.282535 1.300214 -0.197237 -1.0 -1.3 -3.7 0.1684
N 0.509886 1.827632 1.891866 1.2 0.9 2.3 0.2440
Br 2.025359 -3.349020 -0.143444 0.4 -0.8 0.6 0.8899
H -1.223681 0.845464 -2.048992 -0.1 1.4 -0.9 0.1666
H -0.283783 0.015767 1.400233 -0.6 0.7 0.1 0.1832
H -0.513729 -2.638481 -0.084606 -1.6 -0.4 0.5 0.1043
H -1.210329 -1.323513 -2.105880 -1.3 -0.2 -1.8 0.1768
H -0.115906 2.223637 -0.536895 0.1 0.9 -0.4 0.1863
H 0.616479 1.488216 2.924251 -0.3 0.8 -2.4 0.2232
H 1.065945 2.734534 1.681692 -1.6 -1.8 0.2 0.2222
```
Forces are in eV/Å.

Output
HOMO level, eV: -17.22
SMILES: [NH2+]=C/[NH+]=C\N/C=N/Br
Frontier orbital gap, eV: 6.8
Energy relative to the best compared isomer or geometry (same formula, charge and spin), kcal per mole: 67.4
Net charge: +2
F_max, hartree/bohr: 0.1421

***

Record 3
C6H16F2LiNO2 | ωB97M-V/def2-TZVPD

The geometry in XYZ format:
```
28
Properties=species:S:1:pos:R:3:forces:R:3:lowdin_charge:R:1
Li -0.582619 0.900890 1.708883 -0.3 1.1 2.6 0.6215
F -1.525472 2.200100 3.085190 0.0 -0.2 -1.2 -0.8328
F 0.792684 0.393872 3.330853 0.0 -0.5 -1.5 -0.7851
C -2.940493 -2.119369 0.269017 0.7 0.1 -0.4 -0.0783
C -2.376953 -1.870006 1.636577 -1.1 0.8 2.1 -0.3459
O -2.077037 -0.570473 2.048604 0.2 -1.1 -1.0 -0.0324
H -2.953653 -3.190547 0.067804 0.4 -0.1 -0.2 0.0760
H -2.214069 -1.589635 -0.347260 -0.6 -0.5 -0.9 0.0408
H -3.965724 -1.804486 0.074484 0.2 0.6 0.3 0.0804
H -1.518344 -2.490278 1.893775 0.5 0.0 -0.2 0.1354
H -3.095186 -2.191210 2.390948 -0.3 -0.4 0.4 0.1194
C 0.894131 -1.130383 -1.429406 1.8 0.7 0.1 -0.0582
C 0.829268 -0.154372 -0.239968 -0.4 -0.1 -0.6 -0.3961
C 1.872198 1.012038 -0.246171 0.1 0.0 -1.0 -0.1232
O 1.750975 1.774930 -1.484484 -1.7 -1.0 0.4 -0.2081
C 2.597924 2.852543 -1.676301 0.3 0.3 0.5 -0.1381
N -0.517631 0.413921 -0.290706 -0.4 0.4 0.1 -0.0117
H 1.879126 -1.596975 -1.415988 0.1 -0.2 -0.4 0.0728
H 0.826086 -0.459542 -2.285821 0.1 -0.4 -0.4 0.0726
H 0.165932 -1.934770 -1.533297 -0.3 0.3 0.6 0.0698
H 0.882266 -0.669793 0.719010 0.5 0.0 0.2 0.1232
H 2.909592 0.679431 -0.210367 0.1 -0.6 0.0 0.1192
H 1.758182 1.616267 0.653835 -0.5 0.2 0.0 0.1244
H 2.390011 3.730007 -1.063986 0.0 -0.2 0.9 0.0850
H 2.456753 3.307439 -2.656730 0.2 -0.8 -0.5 0.0820
H 3.604064 2.477186 -1.489485 0.5 0.6 -0.3 0.0846
H -0.676817 0.774372 -1.220678 0.2 0.7 -0.1 0.0861
H -1.165193 -0.361155 -0.288333 0.0 0.1 0.4 0.0167
```
Forces are in eV/Å.

Output
HOMO level (spin up / spin down), eV: -3.57 / -3.53
Spin multiplicity: 2
Frontier orbital gap (spin up / spin down), eV: 6.3 / 5.0
Expectation value of S²: 0.754
Net charge: -1
F_max, hartree/bohr: 0.0561

***

Number 1: electronic energy -31676.8915 eV. Number 2: electronic energy -79206.4474 eV. Number 3: electronic energy -17705.0956 eV.